# C52H63CeIN8O3

C52H63CeIN8O3 as an isolated structure (ωB97M-V/def2-TZVPD, the OMol25 dataset).

```
! RIJCOSX wB97M-V def2-TZVPD def2/J DEFGRID3
* xyz 2 1
C -2.41 -4.36 -0.58
C 3.93 4.41 -4.40
C -2.50 0.70 0.52
H -0.06 5.19 -4.01
H -3.99 1.49 -0.75
H -3.94 4.29 -1.06
H -2.23 -1.28 4.37
H -4.50 -3.71 2.86
H 6.61 1.55 3.44
C 2.50 -0.11 3.34
H 5.17 -0.45 3.84
H -4.95 2.55 1.30
H 0.87 -2.63 0.32
H 5.40 2.19 2.31
H -2.16 -0.92 -1.17
H 1.00 -1.32 -3.44
N 2.11 1.60 -1.45
H -4.75 2.45 -2.58
H 0.53 -4.23 6.88
H -5.21 0.12 0.63
H -3.12 -3.20 -5.67
C 3.42 1.41 -1.10
C -3.45 -3.94 2.99
H 7.53 2.76 -1.55
H 6.22 3.83 -2.06
N -0.80 1.63 -1.86
H -6.47 1.83 1.84
H -2.77 -4.78 -1.51
C -2.93 1.30 -0.67
N 1.71 0.47 1.26
C -1.41 -3.27 1.70
N -1.20 0.46 0.85
C -2.17 -3.33 -5.18
H -1.81 1.12 4.98
H 3.00 4.83 -4.05
H -1.49 -0.72 -2.55
C 2.09 2.13 -2.70
H 3.42 -0.95 5.06
C 5.76 1.72 -2.22
H 5.61 -0.32 2.14
H -3.64 -4.21 5.05
C -3.36 0.34 1.64
C -2.66 -3.88 1.76
H -4.15 -4.86 0.56
H 1.05 2.98 -4.33
C -5.39 1.81 1.96
C -0.40 2.33 -2.96
C 2.27 0.78 5.65
C -1.63 -4.72 4.52
C 5.55 1.57 3.19
H 4.71 4.67 -3.69
H 6.06 0.79 -1.72
C -4.19 4.47 -2.11
H -5.15 2.08 2.98
N -0.22 -2.34 -4.23
C -0.94 -5.66 3.75
C -1.17 0.06 2.15
C -2.64 2.66 -2.80
C -4.85 0.41 1.62
C -1.16 -3.75 -0.52
O -1.42 -1.23 -1.72
C -3.18 -4.40 0.57
H 3.10 1.47 5.51
C -1.67 -4.59 -4.89
H -4.23 3.40 -3.98
H -5.20 4.84 -2.17
H -2.51 3.84 -5.25
C 4.27 1.83 -2.20
C 6.45 2.90 -1.54
H 5.00 2.02 4.02
O 1.63 -2.11 -0.05
H 6.11 1.66 -3.26
C 3.45 2.29 -3.19
H 4.18 4.84 -5.36
H -0.98 -2.80 2.58
H -3.01 0.35 6.02
H 4.91 0.86 0.27
H -0.84 3.34 -5.54
H 1.68 -1.18 4.99
N -1.10 -4.23 5.64
C 0.10 -4.65 5.97
H -5.25 -0.30 2.35
H -0.98 5.81 -5.39
H 2.23 0.50 6.70
C 3.59 0.17 2.56
Ce 0.53 0.10 -0.68
H 3.06 2.63 -5.25
N 0.84 -5.53 5.32
O 1.53 -0.90 -2.72
H 1.35 1.29 5.38
H -0.15 -0.46 3.92
C 0.92 2.48 -3.38
C -2.80 0.69 5.01
H 0.91 -6.78 3.71
H 2.37 -2.22 0.56
C 1.32 0.07 2.51
H -1.73 5.70 -3.80
C 3.84 0.92 0.14
C -2.99 -4.27 4.19
H -3.52 5.24 -2.48
C -2.53 -0.06 2.65
C 0.31 -6.04 4.22
H 4.77 2.48 -4.85
H -1.37 -6.09 2.86
C -1.51 3.80 -4.81
C -1.40 -2.24 -4.81
I -2.07 -0.25 -5.07
C -4.02 3.19 -2.93
C -1.56 2.95 -3.58
N -0.69 -3.19 0.59
C 3.07 0.54 1.25
H 1.23 -3.57 -3.49
C -2.15 1.82 -1.72
H -2.24 -5.47 -5.17
H 2.38 -0.63 -3.10
H -3.52 1.46 4.74
C 0.26 -3.55 -3.96
C -2.90 -0.48 4.03
H -0.52 -3.68 -1.39
C 2.48 -0.47 4.79
C -0.01 -0.14 2.90
H 6.12 3.00 -0.51
C 3.82 2.89 -4.50
C -1.04 5.22 -4.48
C -0.44 -4.71 -4.26
H -0.03 -5.67 -4.00
C 5.03 0.15 2.94
H -3.92 -0.87 4.05
*
```

Its HOMO energy is -11.88 eV. For the HOMO-LUMO gap, the calculation gives 5.0 eV. The calculation puts the energy above the lowest of the compared OMol25 structures with the same formula, charge and spin at 0.169 eV. The value obtained for the LUMO energy is -6.9198 eV.